(1)
Here is one molecule with the formula C24H32FN3O3 from the OMol25 dataset. Energies are from wB97M-V/def2-TZVPD.

Properties
E_tot   -1423.60279 Ha
Lowest unoccupied orbital energy   0.7 eV
Spin multiplicity   1
Relative energy (zero: lowest compared OMol25 entry of this formula, charge and spin)   0.000 eV
HOMO   -0.2997 hartree

Geometry (Å):
1 C 4.1945 1.8115 2.4411
2 C 2.9581 2.6218 2.0782
3 O 2.1731 1.9574 1.0871
4 C 1.3044 1.0378 1.5167
5 O 1.1512 0.7677 2.6810
6 C 0.5704 0.3277 0.3839
7 C 1.2555 -1.0491 0.2435
8 C 2.7026 -0.9950 -0.2524
9 C 3.5174 -2.1958 0.2451
10 C 4.9304 -2.1366 -0.3320
11 C 4.8485 -2.0379 -1.8534
12 C 3.9531 -0.8581 -2.2318
13 O 2.6687 -0.9740 -1.6697
14 C -0.8867 0.1149 0.8243
15 C -1.6512 1.4452 0.8341
16 N -1.6229 2.1523 -0.4304
17 C -2.4450 1.5498 -1.4741
18 C -3.8865 1.5978 -1.0929
19 C -4.7197 2.7301 -1.1160
20 N -5.9179 2.4574 -0.6420
21 N -5.8810 1.1795 -0.2853
22 C -4.6808 0.5987 -0.5434
23 C -4.4046 -0.7909 -0.2062
24 C -3.7236 -1.6294 -1.0879
25 C -3.4412 -2.9375 -0.7398
26 C -3.8383 -3.4416 0.4870
27 C -4.5286 -2.6062 1.3463
28 F -4.9333 -3.0855 2.5406
29 C -4.8190 -1.2955 1.0253
30 C -0.2522 2.3839 -0.8377
31 C 0.5970 1.1089 -0.9319
32 H 3.8980 0.8603 2.8770
33 H 4.7905 2.3597 3.1650
34 H 4.7979 1.6242 1.5556
35 H 2.3405 2.7847 2.9674
36 H 3.2312 3.5800 1.6312
37 H 1.2246 -1.5434 1.2164
38 H 0.6904 -1.6535 -0.4684
39 H 3.1956 -0.0745 0.1024
40 H 3.5493 -2.1869 1.3355
41 H 3.0245 -3.1135 -0.0819
42 H 5.4982 -3.0209 -0.0369
43 H 5.4468 -1.2572 0.0627
44 H 5.8390 -1.9020 -2.2892
45 H 4.4139 -2.9549 -2.2556
46 H 3.8002 -0.8108 -3.3124
47 H 4.4231 0.0822 -1.8984
48 H -0.9030 -0.3141 1.8267
49 H -1.3727 -0.5889 0.1460
50 H -2.6913 1.2719 1.1164
51 H -1.2062 2.1068 1.5841
52 H -2.1515 0.5142 -1.6988
53 H -2.3003 2.1491 -2.3780
54 H -4.4792 3.7148 -1.4615
55 H -6.7058 0.7325 0.0829
56 H -3.4354 -1.2566 -2.0587
57 H -2.9106 -3.5744 -1.4312
58 H -3.6267 -4.4577 0.7784
59 H -5.3401 -0.6744 1.7376
60 H -0.2571 2.8966 -1.8028
61 H 0.1930 3.0592 -0.1007
62 H 1.6179 1.3768 -1.1960
63 H 0.2128 0.4618 -1.7221


(2)
Here is C24H32IN3Zr as an isolated structure from the OMol25 dataset. Energies are from wB97M-V/def2-TZVPD.

Properties
E_tot   -1442.17366 Ha
Lowest unoccupied orbital energy   -7.5 eV
Net charge   +2
Spin multiplicity   1
Relative energy (zero: lowest compared OMol25 entry of this formula, charge and spin)   0.418 eV
HOMO   -0.4984 hartree

Geometry (Å):
1 C 1.2510 1.4251 2.6227
2 C 1.8248 -2.9069 0.1888
3 H 2.2051 1.2624 2.1052
4 H 0.4833 0.6672 2.4055
5 H 1.4491 1.3982 3.7002
6 H 2.5700 -3.0678 -0.6001
7 H 2.3572 -3.0450 1.1499
8 H 1.0982 -3.7226 0.1126
9 C 2.7203 1.8580 -0.4942
10 C 3.0367 2.7879 -1.4733
11 C 3.1785 2.3746 -2.7963
12 C 2.9336 1.0438 -3.1121
13 H 2.7094 2.1345 0.5597
14 H 3.1801 3.8269 -1.1765
15 H 3.4650 3.0759 -3.5764
16 H 3.0291 0.6550 -4.1236
17 N 2.3876 0.5762 -0.8002
18 C 2.4487 0.1768 -2.1212
19 C 1.7262 -1.0476 -2.4933
20 N 0.7919 -1.4562 -1.5862
21 C -0.1847 -2.3323 -1.9244
22 C 0.8326 -2.6193 -4.0881
23 C -0.1795 -2.9412 -3.1749
24 H -0.9261 -2.5538 -1.1505
25 H -0.9433 -3.6840 -3.3997
26 C 1.7756 -1.6520 -3.7570
27 H 2.5729 -1.3488 -4.4353
28 H 0.8878 -3.1313 -5.0466
29 Zr 1.2523 -0.8667 0.5890
30 I 0.4680 3.4139 2.3352
31 C -2.9450 1.6030 4.0831
32 C -2.2401 0.5761 3.2467
33 C -1.7103 -0.5839 3.8385
34 C -1.0426 -1.5605 3.1148
35 C -0.5829 -2.8228 3.7757
36 C -0.7872 -1.3306 1.7324
37 C -1.2657 -0.1017 1.1339
38 C -2.1036 0.7543 1.8752
39 N -0.6609 0.2050 -0.0749
40 C -1.3695 1.0623 -1.0702
41 C -2.8427 0.6691 -1.1076
42 C -1.1706 2.5301 -0.7334
43 C -0.8305 0.8740 -2.4757
44 H -3.8238 1.1702 4.5814
45 H -2.2837 1.9922 4.8702
46 H -3.2792 2.4486 3.4714
47 H -1.8682 -0.7237 4.9128
48 H 0.3657 -2.6716 4.3120
49 H -1.3195 -3.1595 4.5195
50 H -0.4378 -3.6309 3.0494
51 H -0.5365 -2.1780 1.0342
52 H -2.5489 1.6241 1.3953
53 H -3.3534 0.8363 -0.1575
54 H -3.3474 1.2681 -1.8767
55 H -2.9336 -0.3927 -1.3673
56 H -0.1032 2.7802 -0.7507
57 H -1.6894 3.1424 -1.4865
58 H -1.5572 2.7878 0.2547
59 H 0.2243 1.1536 -2.5618
60 H -0.9569 -0.1526 -2.8267
61 H -1.4009 1.5299 -3.1514


(3)
Here is one molecule with the formula C24H32N2O2 from the OMol25 dataset. Energies are from wB97M-V/def2-TZVPD.

Properties
E_tot   -1193.79019 Ha
Lowest unoccupied orbital energy   0.5 eV
Spin multiplicity   1
Relative energy (zero: lowest compared OMol25 entry of this formula, charge and spin)   0.211 eV
HOMO   -0.3236 hartree

Geometry (Å):
1 O 0.9084 -0.4269 0.3739
2 C 1.7600 -0.7689 1.1771
3 C 2.6229 -1.9965 0.9715
4 C 3.9302 -1.6483 0.2404
5 C 3.6818 -0.8860 -1.0676
6 C 3.7595 0.6358 -0.8865
7 C 3.0005 1.3509 -2.0000
8 O 3.5415 1.8345 -2.9745
9 N 1.6735 1.3894 -1.7847
10 C 0.7303 1.9586 -2.7207
11 C -0.5734 1.1686 -2.7014
12 C -0.3894 -0.2632 -3.2194
13 C -1.5923 -1.0937 -2.8796
14 C -2.6182 -1.2938 -3.7924
15 C -3.7419 -2.0217 -3.4398
16 C -3.8544 -2.5537 -2.1671
17 C -2.8359 -2.3583 -1.2488
18 C -1.7127 -1.6344 -1.6045
19 N 2.0226 -0.0666 2.2951
20 C 1.3236 1.1458 2.6618
21 C 0.5943 1.0021 3.9972
22 C -0.5988 0.0415 3.9080
23 C -1.7108 0.6176 3.0739
24 C -2.5245 1.6180 3.5924
25 C -3.5337 2.1732 2.8271
26 C -3.7436 1.7348 1.5301
27 C -2.9411 0.7373 1.0050
28 C -1.9325 0.1830 1.7744
29 H 2.8495 -2.4683 1.9296
30 H 2.0555 -2.7002 0.3600
31 H 4.4494 -2.5852 0.0299
32 H 4.5743 -1.0552 0.8935
33 H 2.6963 -1.1582 -1.4499
34 H 4.4144 -1.1830 -1.8187
35 H 3.3263 0.9275 0.0711
36 H 4.8006 0.9596 -0.9110
37 H 1.2792 0.9041 -0.9873
38 H 0.5303 3.0045 -2.4514
39 H 1.1947 1.9473 -3.7110
40 H -1.3219 1.6855 -3.3043
41 H -0.9395 1.1289 -1.6723
42 H 0.4931 -0.6947 -2.7441
43 H -0.2245 -0.2446 -4.2981
44 H -2.5364 -0.8787 -4.7873
45 H -4.5329 -2.1729 -4.1605
46 H -4.7326 -3.1194 -1.8913
47 H -2.9210 -2.7695 -0.2528
48 H -0.9162 -1.4757 -0.8922
49 H 2.7280 -0.3994 2.9336
50 H 2.0427 1.9712 2.7188
51 H 0.6063 1.3543 1.8648
52 H 0.2422 1.9876 4.3053
53 H 1.2975 0.6435 4.7538
54 H -0.9664 -0.1530 4.9183
55 H -0.2668 -0.9061 3.4788
56 H -2.3691 1.9600 4.6066
57 H -4.1601 2.9486 3.2442
58 H -4.5322 2.1679 0.9326
59 H -3.0996 0.3839 -0.0038
60 H -1.3072 -0.5893 1.3542


(4)
Here is an isolated ion of composition C24H32N3O and charge +1 from the OMol25 dataset. Energies are from wB97M-V/def2-TZVPD.

Properties
E_tot   -1173.10458 Ha
Lowest unoccupied orbital energy   -2.7 eV
Net charge   +1
Spin multiplicity   1
Relative energy (zero: lowest compared OMol25 entry of this formula, charge and spin)   0.000 eV
HOMO   -0.4207 hartree

Geometry (Å):
1 C -3.2773 -0.5675 -2.6936
2 C -2.0762 0.3639 -2.5878
3 C -2.5164 1.8105 -2.3740
4 C -1.3506 2.7972 -2.3003
5 C -0.5075 2.6949 -1.0267
6 C -1.2734 3.1494 0.2174
7 C -0.3925 3.3449 1.4553
8 C -0.1585 2.0715 2.2745
9 N 0.4965 1.0165 1.5355
10 C 1.7929 0.9562 1.2066
11 C 2.8198 1.9435 1.5927
12 N 2.0375 -0.1612 0.5097
13 C 3.2887 -0.5843 -0.0146
14 C 3.7923 -1.8242 0.3566
15 C 5.0038 -2.2461 -0.1621
16 C 5.7032 -1.4383 -1.0443
17 C 5.1919 -0.2048 -1.4139
18 C 3.9812 0.2286 -0.9022
19 C 0.8523 -0.8617 0.3784
20 C 0.5344 -2.0549 -0.2586
21 C -0.7789 -2.4598 -0.2122
22 C -1.7775 -1.7062 0.4403
23 N -3.0725 -2.1916 0.4139
24 C -4.2265 -1.5576 0.8323
25 C -5.4568 -2.3879 0.5863
26 O -4.2338 -0.4600 1.3325
27 C -1.4566 -0.5108 1.0760
28 C -0.1341 -0.1043 1.0298
29 H -2.9551 -1.5999 -2.8141
30 H -3.8904 -0.2991 -3.5500
31 H -3.8929 -0.4920 -1.7996
32 H -1.4840 0.2972 -3.5032
33 H -1.4433 0.0376 -1.7591
34 H -3.1560 2.1011 -3.2095
35 H -3.1197 1.8741 -1.4674
36 H -1.7434 3.8132 -2.3739
37 H -0.7015 2.6343 -3.1640
38 H -0.1555 1.6682 -0.9168
39 H 0.3696 3.3368 -1.1507
40 H -2.0718 2.4439 0.4469
41 H -1.7426 4.1066 -0.0157
42 H 0.5620 3.7830 1.1596
43 H -0.8789 4.0516 2.1289
44 H 0.4456 2.3103 3.1546
45 H -1.1172 1.6780 2.6148
46 H 3.8102 1.4981 1.5318
47 H 2.7953 2.8110 0.9329
48 H 2.6464 2.2959 2.6080
49 H 3.2447 -2.4416 1.0525
50 H 5.4014 -3.2063 0.1260
51 H 6.6468 -1.7715 -1.4460
52 H 5.7328 0.4217 -2.1053
53 H 3.5679 1.1798 -1.2009
54 H 1.2830 -2.6336 -0.7742
55 H -1.0602 -3.3808 -0.6995
56 H -3.1902 -3.0903 -0.0336
57 H -5.5719 -2.5880 -0.4773
58 H -6.3296 -1.8489 0.9428
59 H -5.3833 -3.3367 1.1139
60 H -2.2272 0.0637 1.5590